Entry from the Open Molecules 2025 dataset: a 10-piece molecular cluster, C60H130N10O10 overall in a non-equilibrium geometry (ωB97M-V/def2-TZVPD).

Last columns: bonded neighbours and bond lengths (Å).
Element x y z (Å)
1 C 3.44 -4.46 5.93  C2 1.537, H12 1.090, H13 1.090, H14 1.090
2 C 3.08 -4.15 4.47  C1 1.537, C3 1.566, C4 1.567, N10 1.437
3 C 2.29 -2.80 4.58  C2 1.566, H15 1.090, H16 1.090, H17 1.090
4 C 4.38 -3.95 3.63  C2 1.567, C5 1.534, H18 1.090, H19 1.090
5 C 4.05 -3.92 2.13  C4 1.534, C6 1.504, H20 1.090, H21 1.090
6 C 3.27 -5.15 1.75  C5 1.504, C7 1.615, H22 1.090, H23 1.090
7 C 1.92 -5.46 2.58  C6 1.615, C8 1.613, C9 1.549, N10 1.493
8 C 0.63 -4.62 2.10  C7 1.613, H24 1.090, H25 1.090, H26 1.090
9 C 1.69 -6.98 2.42  C7 1.549, H27 1.090, H28 1.090, H29 1.090
10 N 2.15 -5.16 4.02  C2 1.437, C7 1.493, O11 1.408
11 O 1.00 -5.33 4.81  N10 1.408, H30 0.960
12 H 3.92 -5.40 6.20  C1 1.090
13 H 4.13 -3.74 6.38  C1 1.090
14 H 2.57 -4.47 6.58  C1 1.090
15 H 1.42 -2.78 5.24  C3 1.090
16 H 2.94 -2.04 5.01  C3 1.090
17 H 2.05 -2.39 3.60  C3 1.090
18 H 4.85 -3.00 3.89  C4 1.090
19 H 4.99 -4.83 3.85  C4 1.090
20 H 3.35 -3.13 1.87  C5 1.090
21 H 4.93 -3.60 1.57  C5 1.090
22 H 3.92 -6.02 1.85  C6 1.090
23 H 3.02 -5.11 0.69  C6 1.090
24 H 0.79 -3.55 1.97  C8 1.090
25 H -0.20 -4.83 2.77  C8 1.090
26 H 0.36 -4.85 1.07  C8 1.090
27 H 1.56 -7.13 1.35  C9 1.090
28 H 0.75 -7.19 2.93  C9 1.090
29 H 2.52 -7.50 2.92  C9 1.090
30 H 1.27 -6.08 5.35  O11 0.960
31 C -5.00 -6.61 -0.99  C32 1.588, H42 1.090, H43 1.090, H44 1.090
32 C -4.89 -5.07 -0.64  C31 1.588, C33 1.556, C34 1.574, N40 1.468
33 C -6.33 -4.50 -0.44  C32 1.556, H45 1.090, H46 1.090, H47 1.090
34 C -4.09 -5.18 0.70  C32 1.574, C35 1.510, H48 1.090, H49 1.090
35 C -3.61 -3.87 1.29  C34 1.510, C36 1.566, H50 1.090, H51 1.090
36 C -2.83 -3.09 0.18  C35 1.566, C37 1.633, H52 1.090, H53 1.090
37 C -3.56 -3.06 -1.28  C36 1.633, C38 1.524, C39 1.508, N40 1.439
38 C -4.59 -1.93 -1.30  C37 1.524, H54 1.090, H55 1.090, H56 1.090
39 C -2.44 -2.62 -2.18  C37 1.508, H57 1.090, H58 1.090, H59 1.090
40 N -4.12 -4.33 -1.65  C32 1.468, C37 1.439, O41 1.406
41 O -4.81 -4.31 -2.88  N40 1.406, H60 0.960
42 H -4.00 -7.01 -1.16  C31 1.090
43 H -5.58 -7.20 -0.28  C31 1.090
44 H -5.59 -6.67 -1.91  C31 1.090
45 H -7.08 -5.27 -0.28  C33 1.090
46 H -6.41 -3.90 0.47  C33 1.090
47 H -6.64 -3.83 -1.24  C33 1.090
48 H -4.68 -5.57 1.53  C34 1.090
49 H -3.15 -5.71 0.50  C34 1.090
50 H -4.45 -3.34 1.73  C35 1.090
51 H -3.04 -4.05 2.19  C35 1.090
52 H -1.75 -3.19 0.06  C36 1.090
53 H -2.77 -2.10 0.64  C36 1.090
54 H -5.39 -1.95 -0.56  C38 1.090
55 H -5.14 -1.92 -2.25  C38 1.090
56 H -4.14 -0.96 -1.15  C38 1.090
57 H -2.75 -2.18 -3.13  C39 1.090
58 H -1.73 -3.41 -2.43  C39 1.090
59 H -1.86 -1.83 -1.69  C39 1.090
60 H -4.23 -4.83 -3.44  O41 0.960
61 C -1.86 4.18 -2.03  C62 1.505, H72 1.090, H73 1.090, H74 1.090
62 C -3.29 4.00 -1.57  C61 1.505, C63 1.567, C64 1.552, N70 1.498
63 C -4.20 5.16 -2.09  C62 1.567, H75 1.090, H76 1.090, H77 1.090
64 C -3.73 2.65 -2.18  C62 1.552, C65 1.586, H78 1.090, H79 1.090
65 C -4.94 1.89 -1.48  C64 1.586, C66 1.499, H80 1.090, H81 1.090
66 C -4.64 1.73 -0.02  C65 1.499, C67 1.518, H82 1.090, H83 1.090
67 C -4.43 3.08 0.64  C66 1.518, C68 1.486, C69 1.503, N70 1.501
68 C -5.67 3.89 0.76  C67 1.486, H84 1.090, H85 1.090, H86 1.090
69 C -4.06 2.65 2.04  C67 1.503, H87 1.090, H88 1.090, H89 1.090
70 N -3.36 3.84 -0.09  C62 1.498, C67 1.501, O71 1.385
71 O -2.80 4.86 0.67  N70 1.385, H90 0.960
72 H -1.40 5.05 -1.56  C61 1.090
73 H -1.18 3.40 -1.71  C61 1.090
74 H -1.75 4.31 -3.11  C61 1.090
75 H -5.25 4.91 -1.92  C63 1.090
76 H -3.85 6.11 -1.70  C63 1.090
77 H -4.15 5.29 -3.17  C63 1.090
78 H -4.20 2.87 -3.14  C64 1.090
79 H -2.92 1.93 -2.25  C64 1.090
80 H -5.73 2.64 -1.56  C65 1.090
81 H -5.16 0.91 -1.91  C65 1.090
82 H -3.95 0.93 0.25  C66 1.090
83 H -5.58 1.37 0.40  C66 1.090
84 H -5.37 4.85 1.17  C68 1.090
85 H -6.37 3.32 1.38  C68 1.090
86 H -6.00 4.13 -0.25  C68 1.090
87 H -4.13 3.52 2.69  C69 1.090
88 H -3.05 2.29 2.26  C69 1.090
89 H -4.82 2.05 2.53  C69 1.090
90 H -3.57 5.40 0.86  O71 0.960
91 C 6.36 4.11 -0.16  C92 1.573, H102 1.090, H103 1.090, H104 1.090
92 C 4.96 4.46 -0.79  C91 1.573, C93 1.532, C94 1.504, N100 1.467
93 C 5.06 5.51 -1.91  C92 1.532, H105 1.090, H106 1.090, H107 1.090
94 C 4.61 3.15 -1.45  C92 1.504, C95 1.553, H108 1.090, H109 1.090
95 C 3.13 3.10 -1.90  C94 1.553, C96 1.525, H110 1.090, H111 1.090
96 C 2.32 3.20 -0.62  C95 1.525, C97 1.624, H112 1.090, H113 1.090
97 C 2.57 4.67 0.03  C96 1.624, C98 1.539, C99 1.545, N100 1.482
98 C 1.92 5.84 -0.73  C97 1.539, H114 1.090, H115 1.090, H116 1.090
99 C 1.81 4.66 1.38  C97 1.545, H117 1.090, H118 1.090, H119 1.090
100 N 4.03 4.77 0.30  C92 1.467, C97 1.482, O101 1.372
101 O 4.46 5.86 1.01  N100 1.372, H120 0.960
102 H 6.28 3.19 0.42  C91 1.090
103 H 7.16 3.74 -0.81  C91 1.090
104 H 6.76 4.80 0.58  C91 1.090
105 H 5.35 6.49 -1.54  C93 1.090
106 H 5.84 5.27 -2.63  C93 1.090
107 H 4.16 5.68 -2.50  C93 1.090
108 H 5.12 3.01 -2.40  C94 1.090
109 H 4.82 2.23 -0.90  C94 1.090
110 H 2.80 3.74 -2.72  C95 1.090
111 H 2.96 2.13 -2.38  C95 1.090
112 H 2.55 2.40 0.08  C96 1.090
113 H 1.26 3.07 -0.86  C96 1.090
114 H 2.13 5.79 -1.80  C98 1.090
115 H 2.28 6.71 -0.19  C98 1.090
116 H 0.84 5.71 -0.67  C98 1.090
117 H 0.83 4.20 1.28  C99 1.090
118 H 1.71 5.60 1.92  C99 1.090
119 H 2.38 4.04 2.06  C99 1.090
120 H 4.62 5.48 1.87  O101 0.960
121 C -0.19 -0.35 -4.43  C122 1.562, H132 1.090, H133 1.090, H134 1.090
122 C -0.34 0.70 -5.58  C121 1.562, C123 1.564, C124 1.551, N130 1.471
123 C -1.51 0.36 -6.56  C122 1.564, H135 1.090, H136 1.090, H137 1.090
124 C -0.55 2.10 -4.96  C122 1.551, C125 1.524, H138 1.090, H139 1.090
125 C 0.70 2.76 -4.40  C124 1.524, C126 1.549, H140 1.090, H141 1.090
126 C 1.78 2.83 -5.52  C125 1.549, C127 1.561, H142 1.090, H143 1.090
127 C 2.16 1.46 -6.16  C126 1.561, C128 1.495, C129 1.543, N130 1.574
128 C 2.85 1.73 -7.46  C127 1.495, H144 1.090, H145 1.090, H146 1.090
129 C 3.13 0.65 -5.28  C127 1.543, H147 1.090, H148 1.090, H149 1.090
130 N 0.85 0.64 -6.44  C122 1.471, C127 1.574, O131 1.429
131 O 1.14 -0.66 -6.96  N130 1.429, H150 0.960
132 H 0.36 -0.14 -3.52  C121 1.090
133 H -1.20 -0.60 -4.11  C121 1.090
134 H 0.31 -1.30 -4.62  C121 1.090
135 H -1.90 0.92 -7.41  C123 1.090
136 H -1.49 -0.67 -6.93  C123 1.090
137 H -2.37 0.48 -5.90  C123 1.090
138 H -0.90 2.75 -5.76  C124 1.090
139 H -1.29 2.12 -4.15  C124 1.090
140 H 0.53 3.71 -3.89  C125 1.090
141 H 1.11 2.10 -3.64  C125 1.090
142 H 2.61 3.23 -4.93  C126 1.090
143 H 1.48 3.59 -6.24  C126 1.090
144 H 2.93 0.89 -8.16  C128 1.090
145 H 3.83 2.16 -7.29  C128 1.090
146 H 2.23 2.41 -8.05  C128 1.090
147 H 2.75 0.40 -4.29  C129 1.090
148 H 4.04 1.24 -5.16  C129 1.090
149 H 3.38 -0.23 -5.87  C129 1.090
150 H 1.27 -0.46 -7.89  O131 0.960
151 C 1.98 -4.46 -2.28  N152 1.480, H156 1.090, H157 1.090, H158 1.090
152 N 3.00 -3.49 -2.73  C151 1.480, C153 1.421, C154 1.326
153 C 3.23 -3.26 -4.12  N152 1.421, H159 1.090, H160 1.090, H161 1.090
154 C 3.66 -2.76 -1.84  N152 1.326, O155 1.227, H162 1.101
155 O 4.47 -1.88 -2.08  C154 1.227
156 H 2.33 -5.36 -2.78  C151 1.090
157 H 0.99 -4.19 -2.64  C151 1.090
158 H 2.00 -4.61 -1.20  C151 1.090
159 H 3.81 -2.35 -4.24  C153 1.090
160 H 3.68 -4.15 -4.56  C153 1.090
161 H 2.21 -3.15 -4.48  C153 1.090
162 H 3.43 -3.08 -0.81  C154 1.101
163 C -4.67 -0.54 5.61  N164 1.492, H168 1.090, H169 1.090, H170 1.090
164 N -3.35 -1.10 5.20  C163 1.492, C165 1.529, C166 1.337
165 C -2.46 -1.64 6.32  N164 1.529, H171 1.090, H172 1.090, H173 1.090
166 C -2.95 -1.02 3.92  N164 1.337, O167 1.199, H174 1.101
167 O -3.46 -0.32 3.10  C166 1.199
168 H -5.09 0.21 4.93  C163 1.090
169 H -4.64 -0.16 6.63  C163 1.090
170 H -5.35 -1.39 5.70  C163 1.090
171 H -1.52 -1.95 5.87  C165 1.090
172 H -2.22 -0.90 7.08  C165 1.090
173 H -2.84 -2.58 6.73  C165 1.090
174 H -2.01 -1.55 3.69  C166 1.101
175 C -1.58 3.70 4.15  N176 1.476, H180 1.090, H181 1.090, H182 1.090
176 N -0.51 2.86 4.72  C175 1.476, C177 1.397, C178 1.346
177 C 0.57 3.68 5.03  N176 1.397, H183 1.090, H184 1.090, H185 1.090
178 C -0.57 1.53 4.88  N176 1.346, O179 1.209, H186 1.101
179 O 0.37 0.86 5.25  C178 1.209
180 H -1.60 4.71 4.53  C175 1.090
181 H -2.59 3.29 4.27  C175 1.090
182 H -1.52 3.79 3.06  C175 1.090
183 H 0.91 4.15 4.10  C177 1.090
184 H 0.38 4.53 5.68  C177 1.090
185 H 1.35 3.10 5.51  C177 1.090
186 H -1.53 1.11 4.55  C178 1.101
187 C 3.71 -0.47 1.73  N188 1.498, H192 1.090, H193 1.090, H194 1.090
188 N 4.08 0.70 2.60  C187 1.498, C189 1.451, C190 1.363
189 C 3.02 1.44 3.25  N188 1.451, H195 1.090, H196 1.090, H197 1.090
190 C 5.35 1.21 2.65  N188 1.363, O191 1.228, H198 1.101
191 O 5.69 2.24 3.21  C190 1.228
192 H 4.58 -1.12 1.74  C187 1.090
193 H 3.32 -0.16 0.76  C187 1.090
194 H 2.94 -1.09 2.18  C187 1.090
195 H 2.30 1.74 2.49  C189 1.090
196 H 2.66 0.56 3.79  C189 1.090
197 H 3.34 2.21 3.96  C189 1.090
198 H 6.03 0.54 2.11  C190 1.101
199 C -0.73 0.93 -0.36  N200 1.419, H204 1.090, H205 1.090, H206 1.090
200 N -0.18 -0.21 0.28  C199 1.419, C201 1.430, C202 1.367
201 C -0.46 -0.43 1.67  N200 1.430, H207 1.090, H208 1.090, H209 1.090
202 C 0.72 -0.99 -0.40  N200 1.367, O203 1.226, H210 1.101
203 O 1.34 -1.95 0.04  C202 1.226
204 H -0.61 1.03 -1.43  C199 1.090
205 H -0.33 1.81 0.15  C199 1.090
206 H -1.80 0.89 -0.15  C199 1.090
207 H -1.48 -0.14 1.93  C201 1.090
208 H -0.25 -1.48 1.85  C201 1.090
209 H 0.19 0.15 2.32  C201 1.090
210 H 0.99 -0.58 -1.38  C202 1.101

Properties
- charge = 0
- DFT total energy (Ha) = -3663.68370
- ΔE to the lowest compared entry with this formula, charge and spin (kJ/mol) = 297.3
- SMILES = CC1(C)CCCC(C)(C)N1O.CC1(C)CCCC(C)(C)N1O.CC1(C)CCCC(C)(C)N1O.CC1(C)CCCC(C)(C)N1O.CC1(C)CCCC(C)(C)N1O.CN(C)C=O.CN(C)C=O.CN(C)C=O.CN(C)C=O.CN(C)C=O
- lowest unoccupied orbital energy (Ha) = 0.01437
- highest occupied orbital energy (eV) = -7.89